[1]
C39H32Cl5N2OPS6Zr as an isolated structure in a non-equilibrium geometry, computed with ωB97M-V with the def2-TZVPD basis set.

E_LUMO ... -1.18 eV
DFT total energy ... -6767.53821 a.u.
Kohn-Sham gap ... 5.44 eV

```
! wB97M-V def2-TZVPD RIJCOSX def2/J DEFGRID3
* xyz 0 1
Zr 0.65 0.28 1.00
Cl 0.05 -2.22 1.86
C 0.78 -2.53 0.29
C 0.67 -1.47 -0.60
C 1.16 -1.48 -1.80
Cl 1.45 -1.43 -3.23
C 2.96 -3.51 -2.22
Cl 4.42 -4.30 -2.80
C 2.37 -4.14 -1.04
Cl 2.99 -5.75 -0.77
C 1.49 -3.74 0.03
Cl 1.29 -4.89 1.33
S 6.04 5.08 -1.12
C 4.88 3.96 -0.88
S 5.18 2.25 -0.82
C 3.54 1.73 -0.55
C 2.61 2.71 -0.48
S 0.90 2.46 -0.24
S 3.20 4.35 -0.64
S 3.12 0.05 -0.55
C -3.89 2.99 -3.40
C -4.35 1.71 -3.16
C -3.77 0.92 -2.17
C -2.71 1.42 -1.43
C -2.26 2.73 -1.65
C -2.85 3.51 -2.63
P -1.87 0.47 -0.12
C -2.48 -1.24 -0.30
C -2.45 -1.83 -1.56
C -2.79 -3.16 -1.72
C -3.17 -3.92 -0.62
C -3.21 -3.33 0.64
C -2.87 -2.00 0.80
C -2.80 1.05 1.36
C -4.12 1.41 1.28
C -4.84 1.75 2.43
C -4.24 1.69 3.66
C -2.89 1.29 3.78
C -2.29 1.12 5.05
C -1.01 0.66 5.15
C -0.25 0.41 3.99
C -0.75 0.61 2.72
C -2.12 1.00 2.62
H -4.34 3.59 -4.18
H -5.17 1.31 -3.74
H -4.15 -0.08 -1.99
H -1.45 3.12 -1.06
H -2.49 4.51 -2.80
H -2.15 -1.25 -2.42
H -2.76 -3.60 -2.71
H -3.45 -4.96 -0.74
H -3.49 -3.92 1.50
H -2.91 -1.54 1.78
H -4.62 1.42 0.32
H -5.88 2.04 2.35
H -4.79 1.93 4.56
H -2.87 1.35 5.94
H -0.57 0.49 6.13
H 0.77 0.05 4.14
C 3.29 0.47 -4.09
N 2.43 -0.46 -3.45
C 2.56 -2.56 -3.16
C 0.71 -3.69 -4.27
N 0.69 -2.50 -3.81
C 0.36 -0.44 -3.57
S -0.30 0.93 -3.78
H 4.34 0.22 -3.92
H 3.09 1.49 -3.74
H 3.09 0.44 -5.16
H 3.38 -2.58 -3.88
H -0.03 -4.39 -3.88
H -0.46 -2.18 -4.08
C 1.52 3.06 3.14
C 2.71 2.20 2.79
O 2.36 0.81 2.48
C 3.53 -0.02 2.70
C 3.22 -1.49 2.56
H 1.87 4.10 3.20
H 1.10 2.78 4.10
H 0.74 3.02 2.38
H 3.39 2.18 3.65
H 3.26 2.60 1.94
H 3.89 0.18 3.72
H 4.30 0.28 1.99
H 2.44 -1.80 3.26
H 4.13 -2.06 2.78
H 2.94 -1.73 1.54
*
```


[2]
C39H32F3N3OPPd as an isolated structure, computed with ωB97M-V with the def2-TZVPD basis set.

ΔE to the lowest compared entry with this formula, charge and spin ... 27.3 kJ/mol
E_LUMO ... 2.50 eV
DFT total energy ... -2513.71793 a.u.
Kohn-Sham gap ... 5.91 eV

```
! wB97M-V def2-TZVPD RIJCOSX def2/J DEFGRID3
* xyz -1 1
Pd 0.83 -0.13 -0.27
C 3.26 -0.69 2.09
C 2.83 0.11 3.31
C 3.01 -0.72 4.58
C 1.39 0.59 3.19
C 0.93 1.53 4.32
O 0.56 2.76 3.64
C 0.77 2.51 2.32
N 1.21 1.38 1.98
C 0.46 3.63 1.39
C 0.78 4.91 1.81
C 0.58 6.01 0.98
C 0.04 5.80 -0.27
C -0.32 4.52 -0.68
C -0.13 3.41 0.13
P -0.58 1.69 -0.45
C -1.46 2.08 -2.01
C -2.79 2.48 -2.09
C -3.36 2.76 -3.33
C -2.61 2.63 -4.49
C -1.29 2.21 -4.41
C -0.73 1.93 -3.18
C -2.02 1.37 0.66
C -2.57 2.29 1.55
C -3.65 1.95 2.35
C -4.22 0.69 2.26
C -3.68 -0.23 1.37
C -2.59 0.10 0.59
H 4.32 -0.96 2.17
H 3.11 -0.12 1.16
H 2.67 -1.61 1.98
H 3.46 1.01 3.38
H 2.36 -1.61 4.54
H 2.76 -0.17 5.50
H 4.04 -1.07 4.67
H 0.74 -0.29 3.11
H 1.73 1.78 5.03
H 0.06 1.18 4.86
H 1.20 5.04 2.80
H 0.85 7.00 1.32
H -0.13 6.64 -0.94
H -0.77 4.40 -1.66
H -3.38 2.58 -1.19
H -4.40 3.07 -3.38
H -3.06 2.84 -5.45
H -0.71 2.08 -5.32
H 0.29 1.55 -3.12
H -2.16 3.29 1.62
H -4.05 2.69 3.05
H -5.06 0.43 2.88
H -4.10 -1.23 1.30
H -2.14 -0.66 -0.06
F -3.77 -7.68 -3.66
C -3.21 -7.82 -2.43
F -2.38 -8.89 -2.52
F -4.21 -8.18 -1.60
C -2.50 -6.58 -1.98
C -2.87 -5.91 -0.82
C -2.20 -4.77 -0.43
C -1.14 -4.25 -1.19
C -0.78 -4.94 -2.36
C -1.45 -6.09 -2.75
C -0.46 -3.07 -0.78
C 0.10 -2.07 -0.32
H -3.69 -6.29 -0.22
H -2.48 -4.25 0.47
H 0.03 -4.56 -2.96
H -1.16 -6.60 -3.65
N 7.42 -0.66 -0.55
C 6.33 -0.54 -0.88
C 4.95 -0.38 -1.30
C 4.17 -1.50 -1.57
C 2.85 -1.30 -1.96
N 2.31 -0.08 -2.11
C 3.09 0.98 -1.84
C 4.41 0.89 -1.43
H 4.56 -2.50 -1.47
H 2.18 -2.13 -2.14
H 2.61 1.95 -1.94
H 4.99 1.77 -1.22
*
```


[3]
C39H32I2InN12O3S as an isolated structure, computed with ωB97M-V with the def2-TZVPD basis set.

ΔE to the lowest compared entry with this formula, charge and spin ... 76.1 kJ/mol
E_LUMO (spin up / spin down) ... 0.08 / -0.08 eV
DFT total energy ... -3571.84346 a.u.
Kohn-Sham gap (spin up / spin down) ... 5.68 / 7.36 eV

```
! wB97M-V def2-TZVPD RIJCOSX def2/J DEFGRID3
* xyz 0 2
In -0.13 -0.76 -0.17
I 0.06 2.14 -7.34
C 0.51 1.22 -5.52
C 1.06 -0.05 -5.50
C 1.33 -0.65 -4.29
I 2.19 -2.55 -4.32
C 1.08 -0.04 -3.04
O 1.34 -0.61 -1.90
C 0.53 1.27 -3.11
C 0.23 1.98 -1.83
N -0.89 1.33 -1.13
C -2.16 1.45 -1.82
C -3.11 0.32 -1.52
C -4.21 0.10 -2.34
C -5.05 -0.96 -2.07
C -4.76 -1.78 -0.98
C -3.64 -1.48 -0.22
N -2.84 -0.44 -0.47
C 0.25 1.88 -4.33
H 1.27 -0.57 -6.42
H 1.10 1.91 -1.17
H 0.02 3.04 -2.02
H -0.97 1.68 -0.17
H -2.65 2.41 -1.57
H -1.98 1.46 -2.89
H -4.38 0.74 -3.20
H -5.90 -1.16 -2.70
H -5.37 -2.63 -0.74
H -3.36 -2.10 0.62
H -0.16 2.88 -4.34
O -0.61 0.94 1.54
N -1.69 0.74 2.26
C -2.48 1.80 2.54
C -3.62 1.68 3.28
C -3.98 0.42 3.75
C -3.18 -0.66 3.45
C -2.00 -0.52 2.70
S -0.99 -1.83 2.28
H -2.11 2.73 2.14
H -4.22 2.56 3.48
H -4.88 0.28 4.33
H -3.42 -1.65 3.79
C 3.31 0.05 4.27
N 2.74 0.34 2.97
C 2.11 -0.48 2.12
N 1.80 0.18 1.02
C 2.26 1.43 1.27
N 2.86 1.57 2.42
C 4.80 -0.20 4.21
C 5.66 0.41 5.11
C 7.02 0.16 5.06
C 7.55 -0.68 4.10
C 6.69 -1.28 3.18
C 5.33 -1.05 3.24
C 7.23 -2.15 2.14
N 8.46 -2.43 1.85
N 8.42 -3.24 0.72
C 7.17 -3.41 0.44
O 6.36 -2.75 1.30
C 6.55 -4.16 -0.65
C 7.30 -4.61 -1.72
C 6.67 -5.28 -2.76
C 5.30 -5.49 -2.72
C 4.54 -5.05 -1.64
C 3.06 -5.34 -1.60
N 2.34 -4.63 -0.56
C 2.13 -3.32 -0.41
N 1.52 -3.09 0.74
C 1.36 -4.34 1.25
N 1.85 -5.30 0.50
C 5.18 -4.39 -0.60
H 2.78 -0.82 4.66
H 3.10 0.89 4.91
H 1.87 -1.51 2.33
H 2.17 2.25 0.58
H 5.25 1.09 5.85
H 7.68 0.65 5.77
H 8.61 -0.87 4.04
H 4.67 -1.52 2.52
H 8.37 -4.42 -1.74
H 7.24 -5.63 -3.60
H 4.81 -6.00 -3.54
H 2.89 -6.40 -1.40
H 2.61 -5.11 -2.57
H 2.40 -2.57 -1.14
H 0.86 -4.54 2.19
H 4.61 -4.04 0.25
N -1.32 -3.01 -3.14
C -1.42 -1.93 -2.72
H -1.13 -3.92 -3.49
*
```